(1)
# C21H31IrO4

C21H31IrO4 as an isolated structure in a non-equilibrium geometry (ωB97M-V/def2-TZVPD, the Open Molecules 2025 dataset).

The expectation value of S² is 6.021. The multiplicity is 5. The value obtained for the maximum force is 7.48 eV Å⁻¹. The calculation puts the total energy at -1223.76002 hartree. For the frontier orbital gap (alpha / beta), the calculation gives 0.194 / 0.259 Ha.

Last column: Löwdin spin population.
CARTESIAN COORDINATES (ANGSTROEM)
O (4.348, -0.695, -1.897)  0.0000
C (4.493, -1.858, -2.776)  0.0000
C (6.025, -1.827, -2.744)  0.0000
H (4.071, -1.665, -3.770)  0.0000
H (4.062, -2.764, -2.331)  0.0000
C (5.797, -0.575, -1.849)  0.0000
H (6.501, -1.602, -3.703)  0.0000
H (6.492, -2.663, -2.216)  0.0000
C (6.321, 0.685, -2.501)  0.0000
H (5.982, 0.771, -3.539)  0.0000
H (7.420, 0.651, -2.502)  0.0000
H (6.011, 1.574, -1.938)  0.0000
C (6.349, -0.727, -0.449)  0.0000
H (6.014, -1.661, 0.014)  0.0000
H (6.042, 0.122, 0.174)  0.0000
H (7.447, -0.736, -0.496)  0.0000
Ir (-2.894, 0.853, 1.848)  2.0342
C (-3.410, 0.036, 3.687)  0.0904
C (-4.125, -0.704, 2.680)  0.1251
C (-3.147, -1.422, 1.888)  0.2190
H (-5.200, -0.705, 2.538)  0.0056
C (-1.855, -1.159, 2.423)  0.2638
C (-1.988, -0.178, 3.458)  0.1200
H (-1.176, 0.281, 4.015)  0.0072
H (-3.864, 0.632, 4.466)  0.0073
H (-3.365, -2.044, 1.023)  0.0115
H (-0.928, -1.615, 2.088)  0.0156
C (-3.775, 2.732, 2.125)  0.0817
C (-2.528, 2.638, 2.857)  0.1233
C (-1.463, 2.450, 1.900)  0.1452
H (-2.421, 2.714, 3.930)  0.0097
C (-2.035, 2.568, 0.584)  0.2121
C (-3.444, 2.742, 0.721)  0.2035
H (-4.157, 2.852, -0.086)  0.0106
H (-4.771, 2.790, 2.550)  0.0042
H (-0.414, 2.289, 2.143)  0.0099
H (-1.498, 2.495, -0.355)  0.0120
O (-0.855, 0.081, 0.089)  0.0618
C (0.533, 0.240, 0.437)  0.0031
C (1.285, -0.851, -0.303)  0.0012
H (0.623, 0.189, 1.534)  0.0000
H (0.841, 1.252, 0.126)  0.0002
C (0.406, -1.071, -1.541)  0.0019
H (1.275, -1.755, 0.325)  0.0001
H (2.314, -0.577, -0.546)  0.0002
C (-0.990, -0.872, -0.985)  0.0033
H (0.541, -2.048, -2.006)  0.0004
H (0.604, -0.274, -2.269)  0.0000
H (-1.399, -1.805, -0.556)  -0.0001
H (-1.732, -0.466, -1.685)  0.0002
C (-5.800, -0.055, -1.496)  0.0092
C (-5.065, 0.282, -0.233)  0.0066
O (-5.734, 0.733, 0.718)  0.0109
O (-3.769, 0.107, -0.198)  0.1881
H (-6.548, -0.811, -1.266)  0.0004
H (-5.127, -0.415, -2.265)  0.0001
H (-6.317, 0.839, -1.839)  0.0006

(2)
# AgClH10O5

AgClH10O5 as an isolated structure (ωB97M-V/def2-TZVPD, the Open Molecules 2025 dataset).

The expectation value of S² is 0.758. The multiplicity is 2. As for the charge: +1. The value obtained for the maximum force is 0.84 eV Å⁻¹. The calculation puts the total energy at -988.96014 hartree. For the frontier orbital gap (alpha / beta), the calculation gives 0.306 / 0.158 Ha.

Last column: Löwdin spin population.
CARTESIAN COORDINATES (ANGSTROEM)
Ag (0.709, 2.334, 2.834)  -0.0004
Cl (0.165, 0.527, 1.105)  0.0007
O (2.453, -1.799, 0.232)  0.5630
H (1.697, -1.274, 0.579)  -0.0032
H (2.776, -1.291, -0.565)  0.0011
O (-2.990, 0.142, 2.213)  0.0000
H (-3.034, 1.103, 2.262)  0.0000
H (-2.167, -0.057, 1.744)  0.0000
O (0.202, -1.636, -1.373)  0.3862
H (0.253, -0.877, -0.758)  -0.0032
H (-0.757, -1.710, -1.599)  0.0031
O (2.418, 0.462, -1.114)  0.0490
H (1.820, 0.511, -0.345)  -0.0017
H (2.333, 1.299, -1.590)  -0.0001
O (-1.942, 0.414, -1.386)  0.0056
H (-2.584, 1.114, -1.549)  0.0001
H (-1.353, 0.738, -0.692)  -0.0002

(3)
# F2H2O2Si

A 2-piece molecular cluster, F2H2O2Si overall in a non-equilibrium geometry (ωB97M-V/def2-TZVPD, the Open Molecules 2025 dataset).

The expectation value of S² is 2.004. The multiplicity is 3. The value obtained for the maximum force is 4.28 eV Å⁻¹. The calculation puts the total energy at -640.84465 hartree. For the frontier orbital gap (alpha / beta), the calculation gives 0.266 / 0.253 Ha.

Last column: Löwdin spin population.
CARTESIAN COORDINATES (ANGSTROEM)
O (0.160, -0.897, -1.313)  0.1301
O (0.240, -0.873, 1.258)  0.1395
F (0.838, 2.009, 0.474)  1.1373
F (-1.678, 0.492, -0.209)  0.1080
Si (-0.197, -0.042, -0.042)  0.4563
H (0.343, -0.530, -2.216)  0.0126
H (0.293, -0.159, 2.048)  0.0161

Relative energy (zero: lowest compared OMol25 entry of this formula, charge and spin)
In order: 6.01; 78.03; 33.68
Unit: kcal/mol